Record 1
C37H36CdN3O11P2 | ωB97M-V/def2-TZVPD

* HOMO: -0.225 hartree
* total charge: -1
* energy relative to the best compared isomer or geometry (same formula, charge and spin): 0.0 kcal per mole
* HOMO-LUMO gap: 8.21 eV
* 2S+1: 1

Geometry (Å):
Cd1 -0.428 -1.549 -2.144
O1 0.845 -3.279 -4.908
C1 1.579 -2.240 -5.495
C2 1.421 -0.874 -4.839
N1 1.503 -0.847 -3.374
C3 2.636 -1.573 -2.790
C4 2.242 -2.099 -1.392
O2 2.875 -1.677 -0.402
O3 1.264 -2.895 -1.370
C5 1.444 0.553 -2.929
C6 0.080 1.202 -3.221
O4 0.050 2.320 -3.716
O5 -0.932 0.499 -2.865
H1 -0.088 -3.021 -4.803
H2 1.321 -2.103 -6.556
H3 2.625 -2.556 -5.472
H4 0.448 -0.450 -5.102
H5 2.185 -0.209 -5.275
H6 3.534 -0.945 -2.733
H7 2.843 -2.447 -3.404
H8 2.243 1.149 -3.389
H9 1.545 0.584 -1.845
O6 0.635 2.298 0.187
P1 -0.157 2.081 1.422
C7 0.244 0.542 2.323
P2 1.312 -0.459 1.188
O7 0.338 -0.735 0.082
C8 1.679 -1.928 2.176
C9 2.926 -2.206 2.723
C10 3.114 -3.353 3.480
C11 2.062 -4.234 3.686
C12 0.822 -3.973 3.120
C13 0.633 -2.825 2.367
C14 2.797 0.607 1.199
C15 3.200 1.051 2.457
C16 4.263 1.933 2.600
C17 4.927 2.398 1.478
C18 4.531 1.962 0.221
C19 3.485 1.066 0.082
C20 -1.930 1.988 1.072
C21 -2.264 1.826 -0.270
C22 -3.594 1.661 -0.636
C23 -4.590 1.681 0.329
C24 -4.260 1.850 1.670
C25 -2.932 1.992 2.042
C26 0.184 3.401 2.619
C27 1.002 4.433 2.173
C28 1.362 5.458 3.038
C29 0.909 5.455 4.348
C30 0.100 4.421 4.802
C31 -0.256 3.395 3.941
H10 -0.665 -0.059 2.421
H11 0.633 0.737 3.320
H12 3.759 -1.545 2.530
H13 4.090 -3.567 3.894
H14 2.214 -5.133 4.270
H15 0.006 -4.672 3.252
H16 -0.319 -2.642 1.888
H17 2.691 0.709 3.350
H18 4.559 2.259 3.589
H19 5.748 3.096 1.580
H20 5.040 2.320 -0.665
H21 3.206 0.723 -0.897
H22 -1.485 1.799 -1.022
H23 -3.839 1.515 -1.680
H24 -5.627 1.563 0.038
H25 -5.037 1.867 2.424
H26 -2.688 2.102 3.091
H27 1.351 4.407 1.149
H28 2.001 6.258 2.686
H29 1.193 6.254 5.021
H30 -0.246 4.411 5.827
H31 -0.865 2.581 4.315
C32 -2.850 -1.372 0.953
C33 -3.340 -1.706 -0.406
N2 -2.577 -1.988 -1.442
C34 -3.409 -2.238 -2.504
C35 -4.708 -2.121 -2.092
N3 -4.637 -1.780 -0.762
C36 -6.043 -2.267 -2.723
O8 -6.071 -2.627 -3.980
O9 -7.036 -2.060 -2.051
C37 -2.850 -2.560 -3.860
O10 -3.666 -2.824 -4.766
O11 -1.600 -2.531 -3.954
H32 -1.814 -1.045 0.860
H33 -2.890 -2.247 1.606
H34 -3.444 -0.572 1.397
H35 -5.454 -1.606 -0.198
H36 -5.109 -2.769 -4.354

---

Record 2
C37H36Cl2N5O5V | ωB97M-V/def2-TZVPD

* HOMO (spin up / spin down): -0.375 / -0.375 hartree
* total charge: +1
* energy relative to the best compared isomer or geometry (same formula, charge and spin): 0.9 kcal per mole
* HOMO-LUMO gap (spin up / spin down): 7.06 / 7.62 eV
* 2S+1: 2

Geometry (Å):
V1 0.487 0.146 0.213
C1 0.241 -0.639 3.232
N1 1.207 -0.767 2.124
C2 1.556 -2.180 1.914
C3 0.469 -2.742 1.069
N2 -0.325 -1.948 0.392
C4 -1.086 -2.792 -0.431
C5 -2.038 -2.514 -1.409
C6 -2.610 -3.586 -2.063
C7 -2.254 -4.910 -1.768
C8 -1.301 -5.201 -0.813
C9 -0.727 -4.115 -0.166
N3 0.267 -4.043 0.804
C10 -0.641 0.532 2.988
N4 -0.831 1.017 1.788
C11 -1.686 2.115 1.954
C12 -2.165 3.056 1.044
C13 -2.999 4.043 1.528
C14 -3.349 4.114 2.885
C15 -2.860 3.209 3.803
C16 -2.021 2.220 3.305
N5 -1.328 1.195 3.938
H1 0.751 -0.562 4.196
H2 -0.374 -1.542 3.254
H3 2.053 -0.247 2.351
H4 1.677 -2.719 2.859
H5 2.490 -2.230 1.356
H6 -2.303 -1.501 -1.661
H7 -3.347 -3.401 -2.832
H8 -2.729 -5.719 -2.307
H9 -1.012 -6.219 -0.590
H10 0.788 -4.813 1.189
H11 -1.887 3.035 0.002
H12 -3.388 4.785 0.845
H13 -4.006 4.905 3.219
H14 -3.112 3.272 4.853
H15 -1.328 0.988 4.922
Cl1 3.758 0.705 4.040
C17 5.141 0.404 2.959
Cl2 4.669 -0.508 1.521
H16 5.877 -0.164 3.514
H17 5.528 1.367 2.646
C18 1.140 3.876 -0.083
C19 2.132 2.734 -0.193
C20 2.573 2.491 -1.625
C21 3.309 2.907 0.752
O1 1.429 1.529 0.235
H18 1.642 4.807 -0.348
H19 0.760 3.967 0.935
H20 0.311 3.723 -0.773
H21 3.129 3.362 -1.978
H22 1.705 2.340 -2.264
H23 3.217 1.613 -1.683
H24 3.836 3.830 0.509
H25 4.002 2.073 0.645
H26 2.966 2.968 1.787
O2 -0.847 2.242 -2.238
C22 -1.432 1.321 -1.716
O3 -0.800 0.338 -1.079
C23 -2.918 1.217 -1.680
C24 -3.649 1.949 -2.605
C25 -5.045 1.950 -2.592
C26 -5.651 1.207 -1.608
O4 -6.981 1.066 -1.363
C27 -7.093 0.132 -0.286
O5 -5.775 -0.125 0.203
C28 -4.923 0.486 -0.673
C29 -3.557 0.461 -0.681
H27 -3.111 2.530 -3.341
H28 -5.624 2.509 -3.312
H29 -7.532 -0.796 -0.659
H30 -7.696 0.569 0.508
H31 -2.994 -0.094 0.057
C30 1.868 -0.878 -0.842
C31 2.717 -1.483 -1.465
C32 3.728 -2.192 -2.199
C33 5.040 -1.714 -2.222
C34 6.021 -2.399 -2.919
C35 5.704 -3.565 -3.602
C36 4.401 -4.044 -3.588
C37 3.416 -3.364 -2.891
H32 5.278 -0.798 -1.695
H33 7.034 -2.020 -2.935
H34 6.471 -4.098 -4.149
H35 4.151 -4.948 -4.127
H36 2.396 -3.726 -2.883

---

Record 3
C37H36Cl2N5O5V | ωB97M-V/def2-TZVPD

* HOMO (spin up / spin down): -0.380 / -0.380 hartree
* total charge: +1
* energy relative to the best compared isomer or geometry (same formula, charge and spin): 23.0 kcal per mole
* HOMO-LUMO gap (spin up / spin down): 7.29 / 7.77 eV
* 2S+1: 2

Geometry (Å):
V1 -0.842 -0.202 -0.224
C1 -3.695 -0.237 -2.171
N1 -3.083 -1.322 -1.391
C2 -2.508 -2.375 -2.230
C3 -1.250 -1.881 -2.861
N2 -0.618 -0.824 -2.441
C4 0.458 -0.638 -3.326
C5 1.404 0.383 -3.427
C6 2.370 0.263 -4.404
C7 2.389 -0.827 -5.291
C8 1.416 -1.804 -5.251
C9 0.450 -1.676 -4.259
N3 -0.666 -2.444 -3.940
C10 -3.109 1.092 -1.832
N4 -1.905 1.310 -1.373
C11 -1.789 2.701 -1.226
C12 -0.713 3.474 -0.801
C13 -0.894 4.839 -0.762
C14 -2.109 5.432 -1.136
C15 -3.176 4.673 -1.576
C16 -2.977 3.298 -1.622
N5 -3.800 2.239 -2.006
H1 -4.771 -0.182 -2.009
H2 -3.537 -0.420 -3.236
H3 -3.747 -1.718 -0.744
H4 -3.198 -2.703 -3.014
H5 -2.286 -3.244 -1.611
H6 1.360 1.243 -2.774
H7 3.133 1.026 -4.494
H8 3.178 -0.895 -6.029
H9 1.405 -2.622 -5.960
H10 -0.966 -3.279 -4.411
H11 0.217 3.006 -0.505
H12 -0.081 5.472 -0.427
H13 -2.212 6.508 -1.079
H14 -4.115 5.124 -1.875
H15 -4.745 2.311 -2.338
Cl1 -4.631 0.879 1.161
C17 -4.136 -0.085 2.559
Cl2 -2.944 -1.337 2.124
H16 -5.010 -0.581 2.954
H17 -3.684 0.572 3.291
C18 0.871 -3.576 -0.677
C19 0.112 -3.000 0.516
C20 -0.924 -3.981 1.039
C21 1.086 -2.652 1.634
O1 -0.535 -1.770 0.085
H18 1.654 -4.247 -0.325
H19 1.339 -2.764 -1.240
H20 0.211 -4.137 -1.344
H21 -1.766 -4.089 0.352
H22 -0.456 -4.956 1.176
H23 -1.318 -3.653 2.003
H24 0.551 -2.189 2.466
H25 1.848 -1.959 1.271
H26 1.571 -3.561 1.993
O2 -1.785 2.705 2.204
C22 -1.199 1.664 2.201
O3 -1.091 0.914 1.073
C23 -0.609 1.049 3.413
C24 -1.177 1.339 4.642
C25 -0.742 0.701 5.806
C26 0.273 -0.211 5.669
O4 0.840 -0.986 6.631
C27 1.890 -1.722 5.996
O5 1.888 -1.367 4.608
C28 0.886 -0.451 4.449
C29 0.468 0.152 3.299
H27 -1.964 2.082 4.688
H28 -1.179 0.914 6.773
H29 1.707 -2.790 6.102
H30 2.847 -1.459 6.444
H31 0.955 -0.015 2.346
C30 1.054 0.275 -0.265
C31 2.220 0.607 -0.220
C32 3.572 1.097 -0.234
C33 3.822 2.382 -0.731
C34 5.114 2.884 -0.750
C35 6.168 2.113 -0.276
C36 5.924 0.838 0.217
C37 4.635 0.329 0.238
H32 2.994 2.978 -1.098
H33 5.299 3.882 -1.130
H34 7.176 2.506 -0.290
H35 6.745 0.239 0.592
H36 4.447 -0.666 0.623

---

Record 4
C37H36O4P | ωB97M-V/def2-TZVPD

* HOMO: -0.363 hartree
* total charge: +1
* HOMO-LUMO gap: 5.05 eV
* 2S+1: 1

Geometry (Å):
C1 3.351 5.349 2.619
O1 2.016 4.840 2.861
C2 1.388 4.195 1.840
C3 -0.018 4.032 1.951
C4 -0.686 3.273 1.025
C5 -0.020 2.710 -0.105
C6 -0.779 1.989 -1.070
C7 -0.612 2.035 -2.472
C8 -1.559 1.354 -3.295
C9 -1.430 1.316 -4.656
C10 -0.250 1.838 -5.252
O2 0.059 1.371 -6.489
C11 1.334 1.748 -7.061
C12 0.601 2.683 -4.500
C13 0.399 2.791 -3.137
C14 1.386 2.909 -0.208
C15 2.078 3.649 0.731
H1 3.556 5.963 3.495
H2 4.090 4.538 2.542
H3 3.377 5.960 1.705
H4 -0.526 4.482 2.803
H5 -1.766 3.125 1.119
H6 -1.683 1.491 -0.721
H7 -2.418 0.885 -2.812
H8 -2.154 0.791 -5.277
H9 1.314 1.285 -8.047
H10 1.416 2.838 -7.147
H11 2.177 1.361 -6.472
H12 1.455 3.181 -4.969
H13 1.041 3.457 -2.569
H14 1.944 2.479 -1.039
H15 3.159 3.789 0.634
C16 -1.493 -2.097 -4.695
C17 -1.954 -2.273 -3.280
O3 -1.066 -1.519 -2.421
C18 -1.118 -1.996 -1.144
C19 -0.189 -1.340 -0.267
P1 -0.139 -1.861 1.393
C20 0.294 -3.537 1.909
C21 0.953 -3.794 3.130
C22 1.187 -5.108 3.542
C23 0.790 -6.178 2.735
C24 0.154 -5.931 1.516
C25 -0.089 -4.620 1.105
C26 1.054 -0.828 2.267
C27 0.648 0.185 3.149
C28 1.600 1.037 3.710
C29 2.955 0.868 3.420
C30 3.368 -0.177 2.586
C31 2.420 -1.018 2.002
C32 -1.776 -1.541 2.093
C33 -2.479 -2.483 2.859
C34 -3.785 -2.200 3.270
C35 -4.386 -0.986 2.924
C36 -3.682 -0.044 2.165
C37 -2.372 -0.316 1.765
O4 -1.904 -2.910 -0.830
H16 -2.271 -2.462 -5.366
H17 -1.265 -1.059 -4.938
H18 -0.599 -2.707 -4.856
H19 -2.979 -1.904 -3.127
H20 -1.898 -3.336 -3.017
H21 0.503 -0.629 -0.687
H22 1.293 -2.970 3.760
H23 1.689 -5.295 4.493
H24 0.984 -7.205 3.052
H25 -0.156 -6.756 0.873
H26 -0.589 -4.426 0.157
H27 -0.404 0.293 3.413
H28 1.280 1.834 4.384
H29 3.690 1.547 3.855
H30 4.430 -0.343 2.394
H31 2.740 -1.830 1.346
H32 -2.006 -3.427 3.137
H33 -4.328 -2.934 3.866
H34 -5.401 -0.764 3.252
H35 -4.134 0.909 1.887
H36 -1.807 0.422 1.193

---

Record 5
C37H37Cl3O2P2Pd | ωB97M-V/def2-TZVPD

* HOMO (spin up / spin down): -0.424 / -0.512 hartree
* total charge: +2
* energy relative to the best compared isomer or geometry (same formula, charge and spin): 49.8 kcal per mole
* HOMO-LUMO gap (spin up / spin down): 5.30 / 3.77 eV
* 2S+1: 5

Geometry (Å):
Pd1 0.953 -0.488 0.601
C1 5.232 -0.886 2.986
C2 5.623 -0.264 1.862
C3 6.725 -0.793 0.996
C4 6.785 -2.330 0.843
C5 5.495 -3.109 0.852
C6 4.851 -3.554 1.928
C7 5.402 -3.433 3.310
C8 5.973 -2.037 3.615
C9 -0.828 -1.132 -0.351
H1 4.435 -0.496 3.613
H2 5.310 0.772 1.652
H3 7.702 -0.462 1.407
H4 6.688 -0.329 0.005
H5 7.270 -2.540 -0.128
H6 7.476 -2.716 1.602
H7 5.237 -3.492 -0.139
H8 4.035 -4.273 1.862
H9 6.210 -4.168 3.464
H10 4.628 -3.679 4.047
H11 5.941 -1.896 4.705
H12 7.032 -2.026 3.337
H13 -1.631 -0.910 0.371
H14 -0.885 -2.159 -0.741
H15 -0.839 -0.390 -1.161
P1 2.872 0.683 0.570
P2 1.600 -2.415 -0.376
C10 3.787 -0.646 -0.262
C11 3.300 -1.890 -0.567
C12 3.278 2.193 -0.329
C13 4.609 2.443 -0.720
C14 4.925 3.653 -1.342
C15 3.929 4.597 -1.622
C16 2.601 4.331 -1.258
C17 2.278 3.132 -0.633
C18 2.880 1.075 2.367
C19 2.284 0.179 3.293
C20 2.134 0.529 4.636
C21 2.590 1.764 5.099
C22 3.172 2.654 4.198
C23 3.299 2.330 2.844
C24 1.155 -3.017 -2.024
C25 1.090 -2.091 -3.084
C26 0.839 -2.546 -4.381
C27 0.624 -3.910 -4.617
C28 0.614 -4.815 -3.549
C29 0.865 -4.375 -2.250
C30 1.076 -3.651 0.851
C31 -0.124 -3.522 1.579
C32 -0.441 -4.454 2.567
C33 0.453 -5.482 2.877
C34 1.664 -5.589 2.182
C35 1.938 -4.723 1.119
H16 4.775 -0.377 -0.638
H17 3.928 -2.590 -1.126
H18 5.383 1.704 -0.525
H19 5.962 3.861 -1.613
H20 4.180 5.536 -2.125
H21 1.814 5.060 -1.457
H22 1.244 2.918 -0.378
H23 1.954 -0.818 2.959
H24 1.644 -0.169 5.313
H25 2.469 2.032 6.146
H26 3.510 3.628 4.541
H27 3.713 3.059 2.143
H28 1.254 -1.026 -2.898
H29 0.817 -1.836 -5.212
H30 0.438 -4.269 -5.631
H31 0.406 -5.872 -3.722
H32 0.868 -5.068 -1.410
H33 -0.810 -2.705 1.360
H34 -1.387 -4.370 3.104
H35 0.214 -6.206 3.658
H36 2.395 -6.350 2.455
H37 2.827 -4.840 0.496
Cl1 -1.316 4.557 -0.291
C36 -1.884 3.084 0.535
Cl2 -1.930 3.336 2.293
Cl3 -3.473 2.553 -0.071
C37 -0.847 1.907 0.160
O1 -0.614 1.759 -1.054
O2 -0.355 1.277 1.169

---

- Which value of 2S+1 does entry 5 give?
  5

---

- Among the records above, which one has the lowest total charge?
  C37H36CdN3O11P2

---

- Number 5 is which compound?
  C37H37Cl3O2P2Pd

---

- What is the total charge in the second record?
  +1